# 1
71
Properties=species:S:1:pos:R:3 method="wB97M-V/def2-TZVPD" charge=+1 e_above_lowest_kj_mol=90.2 gap_ev=7.34 homo_ev=-10.44 fmax_ha_per_bohr=0.0727 multiplicity=1
Lu -0.830 0.665 -0.425
C -1.864 2.905 -0.318
C -2.893 1.931 -0.451
C -2.830 1.400 -1.772
C -1.759 2.045 -2.457
C -1.146 2.951 -1.543
C -0.117 3.990 -1.884
C -1.577 2.120 -3.953
C -3.941 0.593 -2.388
C -3.990 1.659 0.543
C -1.681 3.871 0.815
H 0.561 4.165 -1.049
H -0.609 4.937 -2.119
H 0.481 3.698 -2.746
H -0.968 1.326 -4.392
H -1.096 3.061 -4.214
H -2.551 2.104 -4.444
H -3.665 0.167 -3.352
H -4.809 1.236 -2.547
H -4.257 -0.228 -1.741
H -4.253 0.600 0.589
H -4.892 2.209 0.267
H -3.697 1.974 1.543
H -0.625 4.092 0.987
H -2.105 3.487 1.741
H -2.181 4.813 0.579
O 3.136 -5.285 0.925
C 2.997 -4.287 1.910
C 1.912 -3.337 1.495
C 1.304 -2.490 2.412
C 0.344 -1.604 1.968
N -0.054 -1.518 0.696
C 0.485 -2.384 -0.178
C 1.482 -3.280 0.177
C -0.078 -2.383 -1.549
C -0.085 -3.554 -2.291
C -0.644 -3.572 -3.563
C -0.644 -4.857 -4.358
O -0.793 -6.000 -3.544
C -1.185 -2.387 -4.039
C -1.153 -1.266 -3.234
N -0.623 -1.239 -2.008
H 3.813 -5.912 1.194
H 3.926 -3.714 2.027
H 2.740 -4.709 2.887
H 1.577 -2.509 3.459
H -0.141 -0.937 2.666
H 1.933 -3.934 -0.554
H 0.309 -4.473 -1.883
H 0.331 -4.963 -4.837
H -1.398 -4.815 -5.149
H -1.698 -6.058 -3.222
H -1.635 -2.330 -5.021
H -1.578 -0.338 -3.583
O 1.000 1.306 0.272
C 0.505 1.336 1.450
O -0.732 1.069 1.596
C 1.352 1.634 2.612
C 0.786 1.657 3.883
C 1.563 1.891 5.013
C 2.908 2.095 4.810
O 3.868 2.339 5.731
C 5.103 2.449 5.021
O 4.813 2.325 3.632
C 3.476 2.081 3.535
C 2.728 1.852 2.417
H -0.280 1.498 3.976
H 1.135 1.923 6.005
H 5.775 1.646 5.334
H 5.559 3.420 5.219
H 3.153 1.846 1.423

---

# 2
71
Properties=species:S:1:pos:R:3 method="wB97M-V/def2-TZVPD" charge=+1 e_above_lowest_kj_mol=175.4 gap_ev="5.96 / 8.46" homo_ev="-8.42 / -11.06" fmax_ha_per_bohr=0.0448 multiplicity=3
Ti -0.036 -0.487 0.061
O -0.770 -2.675 -1.320
N 0.132 -1.594 -1.538
C 1.095 -1.888 -2.424
C 2.003 -0.961 -2.991
C 2.934 -1.447 -3.938
C 3.781 -0.607 -4.615
C 3.738 0.770 -4.385
C 2.864 1.267 -3.440
C 2.007 0.431 -2.722
P 0.964 1.182 -1.436
C 2.141 2.294 -0.617
C 2.880 1.702 0.407
C 3.838 2.432 1.088
C 4.051 3.763 0.756
C 3.328 4.351 -0.270
C 2.378 3.617 -0.965
C -0.296 2.099 -2.377
C -0.753 3.371 -2.042
C -1.772 3.951 -2.785
C -2.354 3.265 -3.840
C -1.916 1.986 -4.160
C -0.891 1.405 -3.434
H -0.430 -3.454 -1.779
H 1.141 -2.914 -2.786
H 2.964 -2.513 -4.133
H 4.480 -1.010 -5.336
H 4.388 1.438 -4.934
H 2.838 2.331 -3.239
H 2.696 0.665 0.670
H 4.415 1.973 1.879
H 4.781 4.345 1.303
H 3.504 5.386 -0.534
H 1.820 4.078 -1.770
H -0.339 3.889 -1.190
H -2.115 4.948 -2.537
H -3.149 3.722 -4.414
H -2.368 1.447 -4.983
H -0.535 0.412 -3.689
N -2.142 -1.011 0.302
C -2.815 -0.023 1.177
C -2.351 1.379 0.819
C -0.853 1.603 1.099
O -0.362 2.690 0.879
O -0.187 0.563 1.543
H -2.526 -0.961 -0.639
H -2.326 -1.946 0.641
H -2.533 -0.246 2.206
H -3.902 -0.092 1.092
H -2.918 2.132 1.364
H -2.497 1.577 -0.249
C -3.825 -2.218 5.913
C -2.846 -2.511 4.814
C -1.569 -1.946 4.824
C -0.665 -2.206 3.811
C -1.033 -3.050 2.771
C -2.306 -3.608 2.729
C -3.202 -3.337 3.749
S 0.063 -3.373 1.406
C 1.462 -4.126 2.260
O 0.667 -2.003 1.054
H -3.319 -2.110 6.871
H -4.571 -3.007 5.994
H -4.350 -1.282 5.709
H -1.278 -1.293 5.637
H 0.311 -1.736 3.818
H -2.586 -4.263 1.910
H -4.189 -3.780 3.722
H 1.840 -3.421 2.997
H 2.220 -4.316 1.503
H 1.146 -5.054 2.731

---

# 3
71
Properties=species:S:1:pos:R:3 method="wB97M-V/def2-TZVPD" charge=+1 e_above_lowest_kj_mol=0.0 gap_ev="6.31 / 4.95" homo_ev="-10.59 / -10.58" fmax_ha_per_bohr=0.0743 multiplicity=3
W 0.613 2.273 -1.207
S 3.315 0.828 -0.991
C 2.612 2.091 -1.645
S 0.125 3.136 0.731
S 2.372 3.563 -2.268
C 1.214 2.457 -5.951
Si -0.308 1.620 -5.159
C -1.825 1.427 -6.373
C -0.893 3.005 -2.505
O -0.066 0.595 -4.012
H 1.942 1.704 -6.295
H 1.707 3.032 -5.233
H 1.079 3.156 -6.793
H -2.126 2.406 -6.814
H -2.616 0.743 -5.956
H -1.144 0.881 -7.062
H -0.769 3.659 -3.353
H -1.342 3.584 -1.671
H -1.547 2.107 -2.590
C 0.152 -0.338 1.208
C 1.611 -0.763 1.466
As 2.489 -0.593 3.266
C 2.138 1.273 3.621
C 1.860 1.580 4.979
C 1.627 2.876 5.346
C 1.995 3.953 4.522
C 2.384 3.692 3.213
C 2.430 2.344 2.780
C 0.982 -1.476 4.180
C 1.065 -2.839 4.311
C 0.058 -3.616 4.905
C -1.063 -2.989 5.516
C -1.171 -1.625 5.282
C -0.198 -0.859 4.684
P -0.136 -0.071 -0.588
C 0.478 -1.756 -1.144
C 0.053 -2.924 -0.464
C 0.382 -4.198 -0.882
C 0.968 -4.383 -2.138
C 1.362 -3.260 -2.837
C 1.131 -1.981 -2.369
C -1.911 -0.361 -1.009
C -2.189 -0.763 -2.329
C -3.552 -1.063 -2.666
C -4.627 -0.912 -1.856
C -4.317 -0.483 -0.520
C -2.960 -0.239 -0.123
H -0.147 0.578 1.799
H -0.532 -1.158 1.512
H 2.339 -0.356 0.768
H 1.646 -1.899 1.395
H 1.640 0.735 5.578
H 1.269 3.096 6.358
H 1.994 5.004 4.933
H 2.618 4.529 2.576
H 2.674 2.116 1.724
H 1.976 -3.327 3.978
H 0.111 -4.709 4.898
H -1.848 -3.574 6.007
H -2.097 -1.083 5.586
H -0.316 0.193 4.574
H -0.518 -2.794 0.489
H 0.104 -5.074 -0.340
H 1.127 -5.405 -2.581
H 1.824 -3.284 -3.784
H 1.427 -1.083 -2.921
H -1.419 -0.700 -3.092
H -3.620 -1.299 -3.710
H -5.702 -0.894 -2.077
H -5.114 -0.197 0.208
H -2.822 0.094 0.918

---

# 4
70
Properties=species:S:1:pos:R:3 method="wB97M-V/def2-TZVPD" charge=0 gap_ev=3.64 homo_ev=-6.57 fmax_ha_per_bohr=0.0671 multiplicity=1
C -4.468 -3.465 2.560
C -3.254 -2.605 2.218
C -3.563 -1.807 0.960
C -2.788 -1.726 3.493
C -1.969 -0.534 3.037
C -3.915 -1.247 4.402
O -1.964 -2.595 4.224
B -1.460 -3.541 3.259
C 0.167 -3.329 3.122
C 0.887 -3.100 4.283
C 2.269 -2.908 4.231
C 2.903 -2.930 3.000
C 4.392 -2.699 2.922
F 5.028 -3.722 2.272
F 4.684 -1.547 2.237
F 4.971 -2.582 4.154
C 2.189 -3.132 1.827
C 0.802 -3.322 1.891
C -1.787 -5.021 3.965
C -2.147 -6.178 3.098
C -0.853 -6.171 3.839
O -2.129 -3.423 1.983
H -5.376 -2.849 2.556
H -4.587 -4.249 1.802
H -4.366 -3.944 3.542
H -4.416 -1.142 1.143
H -2.698 -1.215 0.642
H -3.829 -2.501 0.153
H -2.619 0.249 2.633
H -1.406 -0.127 3.885
H -1.237 -0.806 2.261
H -4.554 -0.527 3.872
H -4.534 -2.088 4.736
H -3.480 -0.753 5.282
H 0.398 -3.077 5.253
H 2.830 -2.744 5.143
H 2.696 -3.145 0.867
H 0.247 -3.470 0.968
H -2.335 -4.929 4.910
H -2.904 -6.881 3.459
H -2.120 -6.022 2.017
H 0.064 -6.005 3.271
H -0.777 -6.872 4.675
C -1.771 2.603 3.181
C -0.903 2.033 2.127
N 0.393 2.329 2.015
C 1.110 2.447 0.792
C 0.580 2.663 -0.464
C 1.469 3.050 -1.486
C 2.845 3.187 -1.229
C 3.361 3.016 0.063
C 2.475 2.679 1.085
C 2.619 2.669 2.515
C 1.327 2.506 3.075
C 1.119 2.485 4.438
C 2.245 2.620 5.273
C 3.535 2.751 4.727
C 3.731 2.797 3.343
H -2.780 2.693 2.753
H -1.885 1.944 4.055
H -1.457 3.596 3.536
H -1.351 1.622 1.222
H -0.490 2.554 -0.627
H 1.085 3.253 -2.482
H 3.517 3.450 -2.046
H 4.414 3.155 0.304
H 0.109 2.373 4.817
H 2.120 2.618 6.353
H 4.396 2.818 5.394
H 4.713 2.911 2.886

---

# 5
84
Properties=species:S:1:pos:R:3 method="wB97M-V/def2-TZVPD" charge=-2 e_above_lowest_kj_mol=185.4 gap_ev="5.92 / 5.91" homo_ev="-2.55 / -2.54" fmax_ha_per_bohr=0.0457 multiplicity=2
Co 0.358 -0.826 -0.141
O -1.164 3.476 0.103
C -2.162 3.272 0.966
C -2.921 4.364 1.393
C -3.929 4.199 2.319
C -4.241 2.936 2.807
C -3.510 1.847 2.384
C -2.453 2.002 1.492
C -1.614 0.844 1.136
O -0.628 0.979 0.340
N -1.902 -0.269 1.755
N -1.071 -1.338 1.549
C -1.696 -2.379 1.952
S -1.090 -3.975 2.235
C -2.757 -4.707 2.081
C -3.710 -3.840 2.866
S -3.366 -2.077 2.456
H -0.763 2.588 -0.091
H -2.686 5.331 0.976
H -4.482 5.063 2.666
H -5.050 2.806 3.515
H -3.724 0.852 2.740
H -2.711 -5.723 2.468
H -2.992 -4.698 1.016
H -3.576 -3.976 3.940
H -4.744 -4.044 2.596
Cl 4.436 -6.456 -2.598
C 3.753 -4.896 -2.251
C 2.644 -4.798 -1.427
C 2.132 -3.548 -1.164
Cl 0.789 -3.388 -0.103
C 2.647 -2.335 -1.703
O 2.139 -1.200 -1.460
C 3.799 -2.528 -2.515
Cl 4.550 -1.122 -3.187
C 4.343 -3.765 -2.790
H 2.183 -5.672 -0.994
H 5.225 -3.847 -3.407
N 0.332 0.755 -2.230
C -0.258 1.915 -2.703
C 0.479 3.095 -2.856
C -0.116 4.226 -3.386
C -1.444 4.200 -3.752
C -2.196 3.059 -3.581
C -1.612 1.925 -3.049
S -2.157 5.651 -4.571
O -2.178 6.707 -3.561
O -1.216 5.919 -5.663
O -3.481 5.236 -5.026
H 1.334 0.694 -2.325
H -0.157 -0.091 -2.495
H 1.527 3.104 -2.587
H 0.437 5.140 -3.538
H -3.231 3.077 -3.883
H -2.191 1.025 -2.911
C 2.161 2.354 1.243
C 1.934 1.246 2.265
P 2.111 -0.389 1.417
C 3.909 -0.402 0.936
C 4.932 -0.127 2.032
C 2.127 -1.622 2.822
C 2.244 -1.096 4.247
H 1.765 3.307 1.590
H 1.652 2.094 0.317
H 3.220 2.476 1.029
H 0.903 1.282 2.621
H 2.598 1.351 3.125
H 4.019 0.315 0.120
H 4.087 -1.393 0.506
H 4.773 0.850 2.482
H 5.941 -0.148 1.617
H 4.876 -0.883 2.813
H 2.940 -2.324 2.608
H 1.191 -2.179 2.734
H 3.178 -0.562 4.410
H 2.203 -1.935 4.943
H 1.418 -0.426 4.477
Cl -1.820 -2.237 -4.179
C -2.909 -2.472 -2.808
Cl -4.146 -1.204 -2.786
C -2.112 -2.424 -1.438
O -2.461 -3.271 -0.630
O -1.244 -1.544 -1.390
H -3.420 -3.430 -2.924

---

# 6
83
Properties=species:S:1:pos:R:3 method="wB97M-V/def2-TZVPD" charge=-1 e_above_lowest_kj_mol=95.3 gap_ev=4.39 homo_ev=-2.94 fmax_ha_per_bohr=0.0805 multiplicity=1
Sc -0.713 1.115 -0.014
Cl -5.583 -3.488 1.950
C -4.867 -2.255 0.971
C -4.196 -1.215 1.595
C -3.397 -0.288 0.914
N -2.443 0.551 1.392
C -2.316 0.893 2.717
O -2.789 0.308 3.686
C -1.493 2.112 2.876
C -1.349 2.600 4.183
C -0.645 3.784 4.405
C -0.254 4.520 3.289
C -0.441 3.982 2.024
N -0.923 2.740 1.808
C -3.453 -0.288 -0.525
C -4.253 -1.256 -1.153
C -4.906 -2.264 -0.457
Cl -5.846 -3.451 -1.352
N -2.593 0.581 -1.106
C -2.551 0.842 -2.476
O -3.167 0.244 -3.357
C -1.624 1.933 -2.777
C -1.411 2.231 -4.121
C -0.565 3.257 -4.480
C 0.053 4.004 -3.474
C -0.200 3.683 -2.149
N -0.952 2.601 -1.800
H -4.270 -1.114 2.681
H -1.746 2.031 5.013
H -0.388 4.124 5.403
H 0.205 5.530 3.332
H -0.117 4.558 1.171
H -4.340 -1.244 -2.232
H -1.995 1.653 -4.849
H -0.415 3.557 -5.516
H 0.717 4.835 -3.658
H 0.235 4.312 -1.370
N 0.707 -0.398 2.446
C 0.893 -1.567 1.602
C 1.499 -2.844 2.334
C 1.471 -4.178 1.532
C 1.975 -4.237 0.055
N 1.066 -3.700 -0.983
C -0.150 -4.120 -1.331
N -0.933 -3.267 -2.040
N -0.568 -5.355 -1.001
C -0.459 -1.795 0.954
O -1.334 -2.508 1.470
O -0.626 -1.039 -0.161
H 1.524 -0.058 2.960
H -0.088 -0.536 3.076
H 1.617 -1.310 0.824
H 0.955 -3.023 3.260
H 2.534 -2.648 2.631
H 0.445 -4.557 1.608
H 2.089 -4.878 2.086
H 2.126 -5.303 -0.176
H 2.934 -3.750 -0.116
H 1.217 -2.716 -1.200
H -0.904 -2.293 -1.771
H -1.856 -3.577 -2.287
H 0.121 -6.035 -0.739
H -1.456 -5.706 -1.314
C 3.326 2.094 -1.947
C 2.658 0.750 -1.656
C 2.058 0.051 -2.881
C 3.658 -0.186 -0.919
N 1.485 1.015 -0.763
H 3.803 2.096 -2.928
H 4.111 2.272 -1.196
H 2.584 2.918 -1.890
H 2.853 -0.342 -3.539
H 1.419 0.738 -3.447
H 1.418 -0.787 -2.567
H 4.352 -0.571 -1.681
H 3.125 -1.047 -0.491
H 4.207 0.338 -0.134
Cl 5.311 2.223 0.913
C 3.107 3.012 2.035
Cl 3.272 2.241 3.579
Cl 3.237 4.728 1.962
C 2.403 2.386 1.058
N 1.805 1.752 0.228